Record 1
The following is a DFT calculation (ωB97M-V/def2-TZVPD) of 8 unconnected molecules or ions with the total composition C45H106O24S in a non-equilibrium geometry.

```
! wB97M-V def2-TZVPD RIJCOSX def2/J DEFGRID3
* xyz 0 1
O 1.287 -2.560 -7.503
S 0.678 -1.355 -7.012
O -0.682 -1.067 -7.372
O 0.765 -1.285 -5.380
C 1.447 -2.265 -4.625
C 1.323 -1.984 -3.151
C 1.765 0.046 -7.348
H 2.516 -2.335 -4.850
H 1.040 -3.258 -4.840
H 1.915 -1.080 -2.954
H 1.945 -2.690 -2.598
H 0.320 -1.836 -2.759
H 1.269 0.969 -7.058
H 2.025 -0.016 -8.402
H 2.685 -0.048 -6.775
C 4.078 -4.975 2.070
O 2.969 -5.358 1.266
C 1.676 -5.166 1.807
C 1.352 -3.798 2.341
O 2.122 -3.499 3.507
C 1.866 -4.180 4.713
C 2.807 -3.826 5.885
O 2.180 -4.348 7.052
C 2.369 -5.726 7.306
H 3.931 -5.385 3.073
H 4.191 -3.892 2.098
H 5.016 -5.420 1.738
H 1.444 -5.917 2.572
H 0.956 -5.424 1.027
H 0.297 -3.544 2.474
H 1.679 -3.064 1.602
H 1.820 -5.261 4.544
H 0.857 -3.846 4.989
H 2.835 -2.745 5.986
H 3.786 -4.283 5.733
H 1.903 -6.006 8.244
H 3.442 -5.925 7.197
H 1.956 -6.383 6.529
C 7.551 3.123 -0.083
O 6.938 3.011 1.192
C 5.646 2.451 1.040
C 4.928 2.476 2.384
O 5.340 1.469 3.267
C 4.827 1.644 4.579
C 4.139 0.390 5.138
O 4.833 -0.807 4.849
C 4.498 -1.324 3.547
H 7.209 4.009 -0.624
H 7.577 2.234 -0.710
H 8.586 3.369 0.170
H 5.836 1.422 0.718
H 5.031 2.999 0.319
H 3.842 2.534 2.243
H 5.244 3.450 2.785
H 4.107 2.468 4.605
H 5.577 1.947 5.311
H 3.094 0.200 4.859
H 4.040 0.479 6.224
H 5.458 -1.583 3.099
H 4.074 -0.545 2.911
H 3.792 -2.139 3.671
C 6.632 -0.053 -2.570
O 5.748 0.845 -1.917
C 4.409 0.782 -2.332
C 3.456 0.168 -1.317
O 3.875 -1.173 -1.201
C 3.636 -1.816 0.039
C 3.531 -3.315 0.000
O 4.715 -3.922 -0.435
C 4.498 -5.318 -0.601
H 6.710 0.119 -3.650
H 6.361 -1.101 -2.437
H 7.628 0.165 -2.186
H 4.204 0.592 -3.387
H 4.164 1.856 -2.222
H 2.403 0.346 -1.577
H 3.580 0.598 -0.312
H 2.644 -1.494 0.385
H 4.430 -1.474 0.712
H 2.637 -3.559 -0.598
H 3.268 -3.704 0.995
H 5.498 -5.753 -0.561
H 4.084 -5.566 -1.584
H 3.830 -5.722 0.162
C -2.952 0.964 -5.333
O -3.817 1.136 -6.405
C -3.221 1.192 -7.678
C -4.253 1.461 -8.740
O -5.186 0.407 -8.795
C -5.940 0.395 -10.012
C -5.195 0.254 -11.340
O -4.328 -0.837 -11.229
C -3.626 -1.145 -12.396
H -2.634 1.891 -4.821
H -2.023 0.428 -5.539
H -3.444 0.611 -4.420
H -2.796 0.230 -7.999
H -2.363 1.870 -7.731
H -3.698 1.570 -9.675
H -4.694 2.430 -8.473
H -6.502 1.333 -9.909
H -6.706 -0.362 -9.849
H -4.648 1.146 -11.663
H -6.013 0.127 -12.064
H -3.031 -0.335 -12.837
H -4.229 -1.697 -13.122
H -2.828 -1.815 -12.057
C -1.062 1.367 -2.272
O -0.701 2.747 -2.506
C 0.685 2.957 -2.315
C 1.205 2.743 -0.905
O 1.266 1.476 -0.292
C 1.364 1.353 1.101
C 0.193 0.601 1.699
O 0.331 -0.791 1.570
C 0.180 -1.338 0.265
H -1.080 1.268 -1.187
H -0.346 0.724 -2.787
H -2.069 1.227 -2.656
H 0.773 4.019 -2.563
H 1.205 2.442 -3.134
H 0.708 3.461 -0.242
H 2.258 3.069 -0.935
H 1.633 2.227 1.709
H 2.276 0.761 1.257
H -0.782 0.984 1.370
H 0.125 0.756 2.779
H -0.697 -0.894 -0.213
H 0.015 -2.412 0.320
H 1.134 -1.123 -0.222
C -11.318 0.916 3.358
O -9.992 1.320 3.639
C -9.080 1.104 2.546
C -7.943 2.073 2.859
O -7.188 2.309 1.678
C -5.991 2.978 1.962
C -5.130 3.070 0.757
O -4.723 1.850 0.188
C -3.858 1.130 1.025
H -11.997 1.104 4.187
H -11.418 -0.125 3.040
H -11.695 1.534 2.535
H -9.539 1.434 1.612
H -8.813 0.049 2.554
H -7.295 1.570 3.582
H -8.407 2.991 3.217
H -5.510 2.583 2.871
H -6.160 3.992 2.363
H -4.245 3.722 0.786
H -5.758 3.641 0.061
H -3.568 0.174 0.582
H -4.243 0.862 2.011
H -2.909 1.685 1.044
C 0.649 -0.301 6.061
O -0.641 -0.226 6.637
C -1.075 1.105 6.742
C -1.226 1.776 5.370
O -2.120 2.892 5.484
C -2.677 3.267 4.242
C -3.680 4.419 4.264
O -4.823 4.162 5.081
C -4.587 3.756 6.443
H 1.366 0.417 6.472
H 0.630 -0.103 4.983
H 1.033 -1.311 6.181
H -0.485 1.656 7.478
H -2.098 1.096 7.126
H -1.578 1.106 4.582
H -0.285 2.215 5.017
H -3.238 2.447 3.782
H -1.855 3.565 3.580
H -4.119 4.656 3.296
H -3.228 5.372 4.568
H -3.963 4.602 6.748
H -4.131 2.783 6.604
H -5.509 3.762 7.022
*
```

Properties
Calculated total energy, eV: -108340.33429
HOMO-LUMO gap, eV: 9.36
Energy above the lowest of the compared OMol25 structures with the same formula, charge and spin, kcal/mol: 114.7
SMILES string: CCOS(C)(=O)=O.COCCOCCOC.COCCOCCOC.COCCOCCOC.COCCOCCOC.COCCOCCOC.COCCOCCOC.COCCOCCOC
Highest occupied orbital energy, eV: -9.073

***

Record 2
The following is a DFT calculation (ωB97M-V/def2-TZVPD) of 5 unconnected molecules or ions with the total composition C45H107FN4P.

```
! wB97M-V def2-TZVPD RIJCOSX def2/J DEFGRID3
* xyz -1 1
C -6.447 5.184 -7.854
C -5.163 4.368 -7.592
C -3.878 5.182 -7.818
C -2.600 4.334 -7.891
C -1.877 4.044 -6.560
C -1.899 5.158 -5.513
C -1.078 4.798 -4.257
C -1.818 4.939 -2.911
C -1.350 3.900 -1.881
C -1.822 4.165 -0.435
C -2.383 2.905 0.237
C -1.348 1.765 0.356
C -0.847 1.547 1.793
C -1.811 0.715 2.647
C -1.949 -0.734 2.184
C -0.780 -1.646 2.587
C -0.668 -1.900 4.106
C -0.515 -3.389 4.441
P 1.288 -4.036 4.259
C 0.699 -5.804 4.821
C 1.852 -6.689 5.206
C 2.600 -7.296 4.029
F 1.404 -7.800 5.999
H -7.180 5.072 -7.051
H -6.936 4.879 -8.783
H -6.224 6.251 -7.939
H -5.182 3.990 -6.566
H -5.134 3.495 -8.254
H -3.802 5.931 -7.026
H -3.987 5.748 -8.753
H -2.874 3.367 -8.335
H -1.898 4.796 -8.592
H -0.823 3.832 -6.785
H -2.268 3.121 -6.111
H -1.498 6.068 -5.978
H -2.928 5.389 -5.217
H -0.181 5.428 -4.222
H -0.711 3.766 -4.348
H -2.902 4.850 -3.070
H -1.654 5.943 -2.496
H -1.686 2.908 -2.200
H -0.252 3.885 -1.914
H -2.596 4.944 -0.441
H -0.994 4.553 0.167
H -2.750 3.154 1.240
H -3.259 2.567 -0.331
H -0.494 1.964 -0.303
H -1.785 0.830 -0.018
H -0.716 2.532 2.268
H 0.149 1.086 1.785
H -2.799 1.201 2.623
H -1.496 0.738 3.697
H -2.046 -0.775 1.096
H -2.873 -1.171 2.588
H -0.921 -2.615 2.089
H 0.165 -1.254 2.184
H 0.203 -1.364 4.512
H -1.552 -1.480 4.611
H -0.814 -3.575 5.483
H -1.178 -3.986 3.798
H 1.554 -3.697 5.693
H 2.686 -4.497 4.128
H 1.048 -4.417 2.820
H 1.749 -2.696 3.835
H 0.129 -6.289 4.015
H 0.048 -5.675 5.696
H 2.533 -6.147 5.870
H 1.976 -8.075 3.577
H 3.548 -7.748 4.339
H 2.806 -6.521 3.288
C 0.172 2.078 6.756
C -0.531 3.150 5.937
N -1.978 3.038 5.978
C -2.655 3.820 4.965
C -2.586 5.351 5.038
C -2.579 3.032 7.299
C -2.318 4.242 8.207
H -0.165 1.084 6.459
H 1.248 2.137 6.591
H -0.002 2.197 7.826
H -0.240 3.035 4.889
H -0.165 4.142 6.251
H -3.705 3.514 4.953
H -2.243 3.500 4.001
H -3.218 5.755 5.828
H -2.931 5.777 4.093
H -1.566 5.702 5.203
H -2.241 2.133 7.818
H -3.656 2.904 7.162
H -1.264 4.525 8.204
H -2.586 3.994 9.236
H -2.901 5.115 7.916
C 3.532 -1.080 1.971
C 4.996 -1.186 1.574
N 5.719 -2.142 2.388
C 7.157 -2.053 2.265
C 7.796 -2.391 0.909
C 5.153 -3.483 2.428
C 5.031 -4.252 1.104
H 3.431 -0.881 3.038
H 3.063 -0.267 1.418
H 2.971 -1.991 1.758
H 5.478 -0.214 1.727
H 5.063 -1.395 0.492
H 7.595 -2.697 3.033
H 7.441 -1.028 2.529
H 7.781 -3.461 0.706
H 8.840 -2.068 0.902
H 7.288 -1.883 0.088
H 4.157 -3.424 2.867
H 5.745 -4.071 3.134
H 4.621 -3.625 0.310
H 4.345 -5.090 1.242
H 5.983 -4.655 0.758
C 0.276 -5.700 -1.032
C -0.569 -4.450 -0.848
N -0.569 -3.582 -2.018
C -1.099 -2.261 -1.744
C -2.581 -2.108 -1.387
C -0.979 -4.193 -3.267
C -2.371 -4.837 -3.326
H 1.290 -5.435 -1.336
H 0.332 -6.240 -0.087
H -0.143 -6.379 -1.778
H -0.153 -3.870 -0.020
H -1.582 -4.747 -0.534
H -0.882 -1.622 -2.609
H -0.509 -1.859 -0.914
H -3.236 -2.194 -2.255
H -2.732 -1.110 -0.970
H -2.901 -2.826 -0.632
H -0.239 -4.953 -3.527
H -0.899 -3.426 -4.043
H -2.561 -5.455 -2.448
H -2.442 -5.483 -4.204
H -3.169 -4.098 -3.395
C 3.361 1.093 -5.881
C 2.985 0.842 -4.428
N 1.572 1.047 -4.167
C 1.244 1.101 -2.752
C 1.457 -0.157 -1.907
C 0.661 0.272 -4.995
C 0.803 -1.257 -4.982
H 3.028 2.082 -6.199
H 4.445 1.039 -5.995
H 2.926 0.352 -6.552
H 3.527 1.550 -3.795
H 3.339 -0.160 -4.138
H 0.198 1.413 -2.672
H 1.832 1.915 -2.314
H 0.715 -0.927 -2.112
H 1.371 0.097 -0.850
H 2.447 -0.589 -2.061
H 0.765 0.620 -6.026
H -0.354 0.547 -4.694
H 1.845 -1.564 -5.076
H 0.259 -1.683 -5.828
H 0.405 -1.709 -4.075
*
```

Properties
Calculated total energy, eV: -66364.87283
HOMO-LUMO gap, eV: 5.82
Highest occupied orbital energy, eV: -3.754

***

Record 3
The following is a DFT calculation (ωB97M-V/def2-TZVPD) of 8 unconnected molecules or ions with the total composition C45H112N8O in a non-equilibrium geometry.

```
! wB97M-V def2-TZVPD RIJCOSX def2/J DEFGRID3
* xyz 0 1
C 2.420 0.398 4.700
C 3.167 0.952 3.480
N 4.541 0.450 3.358
C 4.595 -0.985 3.090
C 4.153 -1.412 1.698
C 5.383 1.255 2.466
C 5.758 2.627 3.055
H 2.900 0.749 5.616
H 2.410 -0.688 4.766
H 1.427 0.848 4.695
H 2.619 0.829 2.536
H 3.382 1.996 3.722
H 5.660 -1.256 3.132
H 4.158 -1.556 3.909
H 4.528 -2.433 1.607
H 3.103 -1.260 1.451
H 4.688 -0.819 0.951
H 4.687 1.520 1.653
H 6.238 0.712 2.079
H 6.568 2.444 3.767
H 4.938 3.126 3.566
H 6.154 3.336 2.327
C -4.347 -7.422 -0.184
C -3.050 -6.738 -0.606
N -2.401 -7.479 -1.722
C -1.096 -6.870 -2.008
C -0.129 -6.711 -0.838
C -3.209 -7.236 -2.934
C -2.730 -7.969 -4.181
H -4.326 -8.504 -0.043
H -5.113 -7.327 -0.959
H -4.716 -6.967 0.736
H -3.213 -5.689 -0.872
H -2.344 -6.872 0.213
H -0.596 -7.429 -2.796
H -1.201 -5.864 -2.454
H -0.300 -7.513 -0.116
H 0.852 -6.919 -1.274
H -0.054 -5.731 -0.375
H -3.356 -6.161 -3.120
H -4.238 -7.568 -2.779
H -1.772 -7.708 -4.632
H -3.486 -7.968 -4.966
H -2.586 -9.028 -3.937
C 0.967 4.794 -5.604
C 0.645 5.344 -4.241
N -0.671 5.935 -4.086
C -0.701 7.305 -4.581
C -2.092 7.960 -4.543
C -1.343 5.765 -2.809
C -1.680 4.317 -2.438
H 0.267 4.009 -5.921
H 1.966 4.362 -5.673
H 0.849 5.510 -6.422
H 0.896 4.620 -3.464
H 1.342 6.195 -4.131
H -0.021 7.982 -4.049
H -0.495 7.275 -5.651
H -2.269 8.495 -3.603
H -2.139 8.800 -5.242
H -2.947 7.314 -4.733
H -2.297 6.287 -2.851
H -0.757 6.289 -2.035
H -2.217 4.313 -1.490
H -0.776 3.730 -2.262
H -2.293 3.881 -3.223
C -2.575 4.062 1.329
C -1.436 5.048 1.133
N -0.239 4.715 1.878
C 0.974 5.447 1.447
C 1.465 4.896 0.122
C -0.482 5.016 3.318
C -0.348 3.758 4.183
H -2.279 3.015 1.231
H -3.346 4.137 0.557
H -3.089 4.108 2.293
H -1.259 4.988 0.054
H -1.775 6.076 1.330
H 1.736 5.361 2.225
H 0.788 6.533 1.479
H 2.509 5.184 -0.019
H 0.868 5.270 -0.709
H 1.414 3.809 0.176
H 0.291 5.705 3.665
H -1.448 5.498 3.483
H -0.928 2.936 3.753
H 0.685 3.422 4.246
H -0.842 3.914 5.145
C -2.820 -2.618 -0.301
C -1.383 -2.158 -0.039
N -1.183 -0.782 -0.489
C -0.656 -0.683 -1.833
C -1.001 0.597 -2.595
C -0.446 -0.010 0.489
C -1.246 0.391 1.713
H -2.976 -2.668 -1.381
H -3.438 -1.850 0.161
H -3.010 -3.618 0.092
H -1.253 -2.257 1.039
H -0.695 -2.851 -0.543
H 0.450 -0.734 -1.777
H -0.811 -1.622 -2.372
H -0.321 0.696 -3.443
H -2.013 0.556 -2.998
H -0.909 1.465 -1.945
H -0.153 0.931 0.012
H 0.507 -0.495 0.763
H -2.154 0.894 1.382
H -0.686 1.093 2.335
H -1.511 -0.436 2.375
C 1.991 -4.250 1.515
C 1.960 -3.706 2.955
N 0.922 -4.294 3.780
C -0.467 -4.057 3.445
C -1.366 -5.205 3.949
C 1.157 -4.080 5.224
C 2.556 -4.400 5.749
H 2.116 -5.328 1.425
H 2.759 -3.766 0.912
H 1.063 -3.985 0.996
H 2.874 -4.122 3.381
H 1.972 -2.612 2.903
H -0.870 -3.123 3.870
H -0.625 -3.966 2.369
H -0.903 -6.170 3.751
H -1.503 -5.119 5.027
H -2.351 -5.122 3.488
H 0.464 -4.739 5.745
H 0.802 -3.067 5.460
H 3.233 -3.569 5.559
H 2.920 -5.352 5.367
H 2.478 -4.505 6.832
C 5.548 -0.306 -4.838
C 5.299 0.628 -3.656
N 4.090 0.345 -2.839
C 2.867 0.298 -3.637
C 2.415 1.656 -4.194
C 4.077 1.288 -1.748
C 2.887 1.054 -0.802
H 4.723 -0.381 -5.554
H 5.494 -1.358 -4.526
H 6.496 -0.130 -5.335
H 6.132 0.498 -2.964
H 5.297 1.675 -3.978
H 3.072 -0.313 -4.516
H 2.096 -0.241 -3.086
H 3.289 2.134 -4.644
H 1.745 1.620 -5.054
H 2.019 2.289 -3.399
H 4.132 2.351 -2.020
H 4.913 1.112 -1.062
H 2.880 0.046 -0.392
H 1.930 1.261 -1.286
H 3.011 1.749 0.031
C -8.989 1.656 2.088
C -7.838 1.272 1.186
O -7.322 2.098 0.456
N -7.545 -0.052 1.190
C -6.585 -0.595 0.230
H -8.781 2.670 2.434
H -8.918 1.079 3.015
H -9.947 1.658 1.580
H -7.967 -0.680 1.844
H -6.717 -0.027 -0.686
H -6.719 -1.676 0.188
H -5.552 -0.526 0.584
*
```

Properties
Calculated total energy, eV: -62446.67723
HOMO-LUMO gap, eV: 8.73
Energy above the lowest of the compared OMol25 structures with the same formula, charge and spin, kcal/mol: 57.6
SMILES string: CCN(CC)CC.CCN(CC)CC.CCN(CC)CC.CCN(CC)CC.CCN(CC)CC.CCN(CC)CC.CCN(CC)CC.CNC(C)=O
Highest occupied orbital energy, eV: -8.082